46
Properties=species:S:1:pos:R:3:mulliken_charge:R:1 method="wB97M-V/def2-TZVPD" e_tot_ev=-78755.17430 gap_ha="0.276 / 0.259" charge=-1 spin_multiplicity=2 homo_energy_ev="-4.88 / -4.42" mol_weight_g_mol=455.331
Mn 0.18 -1.02 -0.23 0.633
O -3.66 -3.22 3.42 -0.560
C -2.51 -3.11 4.05 0.379
O -2.36 -3.43 5.21 -0.652
C -1.38 -2.57 3.25 0.261
C -0.10 -2.37 3.73 -0.327
N 0.63 -1.86 2.72 -0.399
N -0.10 -1.73 1.62 0.500
C -1.31 -2.15 1.91 -0.329
C -2.29 -2.07 0.77 1.183
O -3.47 -2.39 0.99 -0.894
O -1.80 -1.62 -0.30 -0.695
H -3.62 -2.90 2.45 0.453
H 0.31 -2.56 4.71 0.534
H 1.60 -1.60 2.67 0.183
C -2.42 1.39 -0.54 -1.232
N -1.26 2.22 -0.83 0.238
C -1.32 3.02 -2.04 -0.414
C -0.30 4.13 -1.95 -0.687
C 1.07 3.52 -1.74 -0.457
N 1.04 2.54 -0.66 0.227
C 2.35 2.00 -0.32 -1.072
C -0.07 1.85 -0.30 0.435
O 0.00 0.91 0.53 -0.728
H -2.48 0.52 -1.21 0.406
H -3.32 2.00 -0.67 0.361
H -2.38 1.03 0.48 0.330
H -2.33 3.42 -2.12 0.367
H -1.13 2.39 -2.92 0.144
H -0.55 4.80 -1.13 0.289
H -0.29 4.71 -2.88 0.368
H 1.80 4.28 -1.47 0.314
H 1.41 3.02 -2.66 0.203
H 2.83 1.62 -1.22 0.326
H 2.25 1.19 0.38 0.248
H 2.97 2.79 0.11 0.343
C 3.45 -3.17 -0.67 -1.252
C 2.19 -2.37 -0.45 1.050
O 1.09 -2.81 -0.84 -0.633
O 2.26 -1.24 0.12 -0.768
H 3.21 -4.21 -0.88 0.334
H 4.11 -3.10 0.20 0.301
H 3.98 -2.75 -1.52 0.284
S 0.81 0.97 -4.57 -0.500
C 0.55 0.24 -3.12 0.479
N 0.34 -0.26 -2.09 -0.577

=====

92
Properties=species:S:1:pos:R:3:mulliken_charge:R:1 method="wB97M-V/def2-TZVPD" e_tot_ev=-184044.66828 gap_ha="0.274 / 0.298" de_lowest_kj_mol=234.7 charge=+1 spin_multiplicity=8 homo_energy_ev="-9.39 / -10.06" mol_weight_g_mol=1092.596
Eu -0.96 0.08 -0.01 1.093
Cl -4.67 -2.54 -5.79 -0.218
C -3.85 -1.33 -4.87 0.821
C -4.39 -1.10 -3.65 -0.322
Cl -5.97 -1.64 -3.20 -0.189
C -3.67 -0.30 -2.78 0.319
Cl -4.25 -0.03 -1.11 -0.106
C -2.36 0.12 -3.08 -1.325
O -1.54 0.74 -2.28 0.082
C -1.97 -0.09 -4.39 0.952
Cl -0.36 0.57 -4.67 -0.223
C -2.64 -0.79 -5.33 -0.280
Cl -2.03 -1.23 -6.83 -0.167
C -0.71 5.06 2.85 -0.746
O -0.03 3.89 2.36 -0.331
C -0.66 3.07 1.55 0.122
O -0.06 2.04 1.30 0.112
N -1.89 3.41 1.05 0.007
N -2.51 2.42 0.29 -0.457
H -0.06 5.53 3.55 0.280
H -1.67 4.75 3.25 0.357
H -0.92 5.74 1.96 0.213
H -2.12 4.35 0.79 0.302
H -2.30 2.51 -0.71 0.224
H -3.51 2.42 0.46 0.221
Cl -2.90 -6.07 -0.87 -0.208
C -1.94 -4.80 -1.60 -0.186
C -1.04 -4.96 -2.65 -0.205
C -0.37 -3.87 -3.12 -1.194
C -0.51 -2.65 -2.52 0.116
N -1.22 -2.52 -1.36 0.534
C -1.97 -3.56 -0.95 -1.004
H -0.91 -5.97 -3.05 0.443
H 0.39 -3.97 -3.88 0.481
H -0.03 -1.73 -2.87 0.304
H -2.53 -3.36 -0.07 0.843
S -2.39 -1.31 2.55 -0.431
C -3.99 -1.58 2.35 0.374
N -4.61 -2.06 1.26 0.192
C -6.03 -2.40 1.34 -0.510
C -6.61 -1.59 2.49 -0.608
S -5.18 -1.46 3.63 -0.090
H -4.08 -2.08 0.33 -0.122
H -6.19 -3.42 1.60 0.360
H -6.56 -2.08 0.41 0.223
H -7.45 -2.10 3.01 0.398
H -6.90 -0.64 2.09 0.298
N 4.69 -2.25 4.84 -0.321
C 3.44 -2.84 4.69 -0.039
O 3.07 -3.80 5.35 -0.599
C 2.56 -2.30 3.55 0.870
C 1.69 -3.17 2.89 -0.652
C 0.83 -2.65 1.98 -0.709
N 0.74 -1.36 1.71 0.682
C 1.54 -0.53 2.34 -0.684
C 2.50 -0.94 3.24 -0.717
H 5.25 -2.55 5.60 0.223
H 4.89 -1.54 4.15 0.201
H 1.81 -4.24 3.12 0.450
H 0.17 -3.30 1.36 0.361
H 1.39 0.51 2.09 0.558
H 3.17 -0.24 3.75 0.517
O 1.35 0.23 -0.92 -0.337
S 2.64 0.77 -1.51 0.147
C 2.14 2.25 -2.49 -0.793
C 1.37 3.33 -1.79 0.709
C 1.96 4.28 -0.91 -0.057
C 1.21 5.37 -0.42 -0.861
C -0.10 5.58 -0.94 -0.727
C -0.71 4.63 -1.74 -1.103
C 0.01 3.50 -2.19 0.139
C 3.59 1.46 -0.11 -0.263
C 4.64 0.55 0.29 0.287
C 4.28 -0.80 0.38 0.266
C 5.26 -1.78 0.59 -0.797
C 6.57 -1.39 0.65 -0.534
C 6.95 -0.09 0.66 -0.643
C 5.99 0.91 0.49 -0.395
H 1.54 1.82 -3.31 0.077
H 3.09 2.68 -2.87 0.666
H 3.03 4.22 -0.64 0.280
H 1.63 6.02 0.30 0.530
H -0.68 6.42 -0.67 0.645
H -1.68 4.86 -2.20 0.359
H -0.32 2.72 -2.87 0.362
H 2.84 1.80 0.62 0.264
H 3.93 2.46 -0.42 0.413
H 3.35 -1.20 -0.01 -0.151
H 4.91 -2.79 0.60 0.512
H 7.33 -2.24 0.68 0.309
H 7.99 0.20 0.74 0.418
H 6.28 1.98 0.52 0.385